A 2-piece molecular cluster, C2H5P overall at a distorted geometry. Source: the OMol25 dataset; level of theory: the ωB97M-V functional and the def2-TZVPD basis.

Atoms and positions in Å:
C  1.66  0.93  2.81
P  0.19  1.43  2.78
H  2.69  0.58  2.62
C  -0.73  -0.72  -0.51
H  -1.75  -0.51  -0.05
H  -0.49  0.30  -0.94
H  0.13  -0.93  0.24
H  -0.77  -1.41  -1.42

LUMO energy   0.50 eV
SMILES   C#P.C
HOMO-LUMO gap   10.73 eV
Energy above the lowest of the compared OMol25 structures with the same formula, charge and spin   109.5 kJ/mol
DFT total energy   -11441.377 eV

***

A 5-piece molecular cluster, C11H30O5 overall at a distorted geometry. Source: the OMol25 dataset; level of theory: the ωB97M-V functional and the def2-TZVPD basis.

Atoms and positions in Å:
O  -16.82  12.83  -19.98
H  -17.65  13.00  -19.40
H  -16.86  13.40  -20.85
H  -16.00  12.98  -19.47
C  -17.88  13.37  -16.78
C  -19.26  13.58  -17.44
C  -19.71  15.05  -17.46
O  -19.25  13.03  -18.70
H  -17.35  12.50  -17.16
H  -17.90  13.39  -15.68
H  -17.29  14.28  -16.97
H  -19.97  12.99  -16.81
H  -19.85  15.52  -16.47
H  -20.65  15.08  -18.01
H  -18.93  15.68  -17.89
C  -17.65  8.85  -22.93
C  -18.10  9.58  -21.61
C  -16.84  9.55  -20.71
O  -18.76  10.73  -21.64
H  -18.48  8.90  -23.65
H  -17.49  7.78  -22.76
H  -16.81  9.38  -23.39
H  -18.73  8.76  -21.18
H  -16.44  8.53  -20.62
H  -17.10  9.95  -19.73
H  -16.04  10.21  -21.05
C  -17.56  16.12  -20.57
C  -16.99  15.54  -21.89
C  -15.50  15.79  -22.00
O  -17.36  14.24  -22.18
H  -18.63  15.93  -20.63
H  -17.24  17.17  -20.50
H  -17.09  15.63  -19.72
H  -17.43  16.23  -22.64
H  -14.89  15.29  -21.24
H  -15.31  16.86  -21.81
H  -15.08  15.57  -22.98
C  -13.45  12.68  -20.86
C  -13.37  12.49  -19.37
O  -14.46  13.21  -18.77
H  -12.58  12.25  -21.37
H  -13.45  13.71  -21.22
H  -14.35  12.25  -21.30
H  -12.43  12.79  -18.91
H  -13.43  11.44  -19.05
H  -14.16  13.80  -18.08

LUMO energy   4.44 eV
HOMO-LUMO gap   3.78 eV
Energy above the lowest of the compared OMol25 structures with the same formula, charge and spin   0.0 kJ/mol
Total charge   -2
DFT total energy   -22125.785 eV

***

A 2-piece molecular cluster, C4H4Cl2O2 overall at a distorted geometry. Source: the OMol25 dataset; level of theory: the ωB97M-V functional and the def2-TZVPD basis.

Atoms and positions in Å:
O  1.28  1.11  -1.70
C  1.87  0.13  -2.02
O  3.11  -0.29  -1.74
Cl  1.22  -1.11  -3.09
H  3.64  0.22  -1.10
C  -1.10  -0.21  -0.23
C  -1.45  -0.23  0.93
C  -1.71  0.04  2.30
Cl  -3.35  0.75  2.52
H  -1.01  -0.25  -1.23
H  -0.85  0.72  2.58
H  -1.63  -0.87  2.79

LUMO energy   0.29 eV
SMILES   O=C(O)Cl.C#CCCl
HOMO-LUMO gap   10.46 eV
Energy above the lowest of the compared OMol25 structures with the same formula, charge and spin   173.5 kJ/mol
DFT total energy   -33350.493 eV

***

A 9-piece molecular cluster, C42H77ClF6N14P overall at a distorted geometry. Source: the OMol25 dataset; level of theory: the ωB97M-V functional and the def2-TZVPD basis.

Atoms and positions in Å:
C  20.90  29.44  5.86
C  21.01  28.11  6.56
N  21.23  27.05  5.66
C  22.20  26.07  5.80
C  21.97  25.15  4.79
N  20.86  25.52  4.07
C  20.28  26.64  4.67
C  20.25  24.85  3.01
H  20.68  30.23  6.58
H  20.09  29.48  5.13
H  21.74  29.68  5.21
H  20.09  27.93  7.12
H  21.83  28.15  7.28
H  22.84  26.05  6.67
H  22.60  24.32  4.48
H  19.29  26.99  4.42
H  20.36  25.44  2.10
H  19.18  24.69  3.15
H  20.67  23.87  2.79
C  23.46  22.38  17.12
C  24.31  22.06  15.88
N  24.16  23.06  14.81
C  24.94  24.17  14.52
C  24.41  24.89  13.44
N  23.25  24.21  13.09
C  23.11  23.15  13.91
C  22.24  24.66  12.20
H  22.44  22.52  16.75
H  23.64  23.27  17.71
H  23.36  21.55  17.83
H  23.95  21.10  15.51
H  25.36  21.83  16.10
H  25.76  24.42  15.18
H  24.73  25.81  12.97
H  22.25  22.50  13.80
H  22.51  24.41  11.17
H  22.00  25.72  12.33
H  21.33  24.21  12.57
C  29.37  25.69  10.01
C  29.92  24.98  8.72
N  29.50  23.60  8.59
C  30.02  22.48  9.19
C  29.25  21.41  8.92
N  28.18  21.75  8.17
C  28.30  23.14  7.96
C  27.13  20.86  7.58
H  29.33  26.77  9.86
H  29.94  25.56  10.94
H  28.34  25.44  10.26
H  31.00  25.05  8.62
H  29.42  25.52  7.91
H  30.91  22.51  9.81
H  29.42  20.38  9.22
H  27.58  23.74  7.43
H  27.44  19.83  7.48
H  26.86  21.27  6.60
H  26.27  20.93  8.26
C  27.77  29.22  8.08
C  27.18  30.13  9.20
N  25.68  29.91  9.23
C  24.87  28.74  9.21
C  23.56  29.17  9.39
N  23.47  30.58  9.24
C  24.82  30.95  9.08
C  22.27  31.43  9.24
H  27.60  28.16  8.29
H  28.83  29.37  7.85
H  27.27  29.41  7.13
H  27.38  31.17  8.95
H  27.52  29.73  10.16
H  25.25  27.73  9.30
H  22.71  28.52  9.52
H  25.29  31.90  8.88
H  21.29  30.96  9.15
H  22.36  32.17  8.45
H  22.32  32.01  10.16
C  23.31  31.77  4.08
C  24.44  30.99  3.35
N  24.71  29.68  3.96
C  24.95  29.46  5.27
C  25.10  28.10  5.54
N  24.91  27.48  4.31
C  24.63  28.44  3.39
C  25.02  26.08  3.97
H  23.44  32.27  5.04
H  22.39  31.18  4.09
H  22.95  32.53  3.39
H  25.33  31.62  3.42
H  24.38  30.85  2.27
H  25.03  30.35  5.87
H  25.22  27.50  6.44
H  24.46  28.23  2.35
H  24.76  25.38  4.76
H  26.08  25.94  3.76
H  24.48  25.80  3.07
C  18.15  22.45  4.85
C  18.40  23.46  6.02
N  19.73  23.41  6.64
C  20.14  24.13  7.73
C  21.47  23.76  8.00
N  21.76  22.66  7.21
C  20.69  22.42  6.45
C  23.09  22.06  7.09
H  18.47  21.43  5.05
H  18.66  22.76  3.94
H  17.09  22.40  4.59
H  17.60  23.39  6.76
H  18.29  24.49  5.69
H  19.48  24.79  8.27
H  22.13  24.10  8.78
H  20.60  21.64  5.70
H  23.55  22.47  6.19
H  23.08  20.98  6.97
H  23.66  22.37  7.96
C  26.28  23.21  10.95
C  27.47  23.17  11.96
N  27.50  21.90  12.73
C  28.10  21.78  13.97
C  27.92  20.45  14.39
N  27.27  19.79  13.37
C  27.05  20.66  12.30
C  26.99  18.34  13.38
H  26.25  24.20  10.50
H  25.32  23.06  11.43
H  26.39  22.47  10.16
H  27.48  23.95  12.72
H  28.45  23.35  11.51
H  28.51  22.64  14.48
H  28.12  19.84  15.26
H  26.68  20.48  11.30
H  27.78  17.87  12.80
H  26.02  18.05  12.97
H  27.12  18.01  14.41
Cl  25.11  25.08  7.96
P  23.18  20.29  11.10
F  23.64  20.67  12.62
F  24.55  19.42  11.00
F  22.26  19.07  11.73
F  22.59  19.83  9.66
F  21.90  21.29  11.29
F  23.99  21.53  10.48

LUMO energy   -10.76 eV
HOMO-LUMO gap   8.44 eV
Total charge   +5
DFT total energy   -103739.042 eV

***

- What is the formula in the second record?
  C11H30O5

***

Copy entry 1 word for word.
A 2-piece molecular cluster, C2H5P overall at a distorted geometry. Source: the OMol25 dataset; level of theory: the ωB97M-V functional and the def2-TZVPD basis.

Atoms and positions in Å:
C  1.66  0.93  2.81
P  0.19  1.43  2.78
H  2.69  0.58  2.62
C  -0.73  -0.72  -0.51
H  -1.75  -0.51  -0.05
H  -0.49  0.30  -0.94
H  0.13  -0.93  0.24
H  -0.77  -1.41  -1.42

LUMO energy   0.50 eV
SMILES   C#P.C
HOMO-LUMO gap   10.73 eV
Energy above the lowest of the compared OMol25 structures with the same formula, charge and spin   109.5 kJ/mol
DFT total energy   -11441.377 eV